Entry 1:
# C10H11N2O

The ion C10H11N2O with charge +1 at a distorted geometry (ωB97M-V/def2-TZVPD, the Open Molecules 2025 dataset).

Structure (XYZ):
```
24
Properties=species:S:1:pos:R:3:forces:R:3:mulliken_spin:R:1
C 0.00108 -1.16927 3.10547 -1.529 -1.587 0.928 0.190
C 0.97125 -0.37854 2.60710 1.667 1.662 -1.123 -0.060
C -1.21170 -1.37403 2.39153 -0.246 -0.772 -0.083 -0.039
C 0.86131 0.12885 1.32611 -0.434 0.505 -0.954 0.173
C -1.36576 -0.83881 1.10638 1.206 -0.116 1.616 0.114
C -0.35345 -0.03091 0.56003 1.882 0.589 -0.039 0.036
C 1.56106 1.02868 -2.04511 -0.465 1.258 0.339 0.014
C 0.64906 1.46975 -1.14424 1.713 1.198 -0.410 -0.050
C 1.39340 -0.36987 -2.56458 1.279 0.332 0.034 -0.084
C -1.71622 1.13088 -1.14388 -0.455 -1.231 -3.824 -0.013
N 0.22988 -0.93486 -2.11739 0.150 -1.410 -0.879 0.863
N -0.45167 0.63184 -0.67659 0.546 1.681 3.248 0.482
O 2.19755 -0.94254 -3.29336 -0.734 0.401 0.414 0.302
H 0.28150 -1.73842 4.01295 -0.901 0.506 -0.383 0.004
H 1.83735 -0.10206 3.21425 -0.109 -0.428 -0.368 0.000
H -1.98591 -2.05963 2.84666 0.952 0.910 -0.841 0.001
H 1.67149 0.68192 0.84548 -0.211 -0.059 0.487 0.003
H -2.09157 -1.17248 0.44763 -1.884 -0.387 -0.765 0.003
H 2.38092 1.73997 -2.40526 -1.268 -1.387 0.515 -0.003
H 0.75540 2.57303 -0.76294 -0.726 -2.321 -0.457 0.024
H -2.58490 0.91685 -0.50434 0.577 0.081 -0.292 0.008
H -1.60718 2.19383 -1.44503 -0.230 -0.538 0.630 0.017
H -1.75623 0.56766 -2.21530 -0.729 1.268 2.338 0.035
H 0.33333 -1.95185 -2.14558 -0.050 -0.155 -0.134 -0.023
```
Forces are in eV/Å.

Values from the calculation:
- E_HOMO (spin up / spin down) (eV) = -13.236 / -13.891
- charge = +1
- multiplicity = 3
- frontier orbital gap (spin up / spin down) (eV) = 9.45 / 6.72
- expectation value of S² = 2.056
- F_max (eV/A) = 4.0
- electronic energy (eV) = -15564.4736
- energy above the lowest of the compared OMol25 structures with the same formula, charge and spin (eV) = 0.440

Entry 2:
# C10H11N2O2

The ion C10H11N2O2 with charge +1 at a distorted geometry (ωB97M-V/def2-TZVPD, the Open Molecules 2025 dataset).

Structure (XYZ):
```
25
Properties=species:S:1:pos:R:3:forces:R:3:nbo_charge:R:1
N 0.94346 2.65401 0.83705 0.654 -0.648 -3.667 -0.693
C 0.57853 1.59877 0.12292 -0.288 1.028 -0.312 0.554
N 0.53650 1.53960 -1.19672 -0.302 -1.095 4.152 -0.480
C 0.23803 0.28268 -1.62278 -0.355 -3.824 -0.302 0.083
C 0.28995 -0.14819 -2.91324 -0.182 2.750 -1.695 -0.195
C -0.15302 -1.42803 -3.16857 -0.238 0.717 -2.165 -0.189
C -0.41131 -2.24930 -2.15865 0.451 -0.732 2.557 -0.185
C -0.21338 -1.93861 -0.78549 -1.226 0.592 -0.970 -0.173
C -0.02967 -0.60894 -0.54046 0.088 2.061 -0.539 -0.015
C 0.01136 0.26879 0.73318 1.407 -0.628 -3.025 0.459
O 0.91996 -0.25498 1.58998 1.424 -0.104 1.525 -0.491
C 0.17254 -0.71259 2.70324 -0.279 -2.111 1.053 -0.118
C -0.92710 0.24095 2.70830 -2.880 1.807 1.733 -0.109
O -1.15912 0.52009 1.35025 -1.363 -0.130 -0.600 -0.484
H 0.57688 2.70606 1.71785 -0.619 0.412 2.853 0.421
H 1.24393 3.49238 0.33519 -0.234 -0.242 0.640 0.426
H 0.84038 2.16680 -1.82544 1.300 3.144 -2.368 0.423
H 0.44277 0.62084 -3.75659 -0.031 -1.409 1.317 0.228
H -0.44217 -1.73883 -4.17993 0.516 0.184 0.367 0.242
H -0.83783 -3.15635 -2.39702 -0.613 -2.100 -0.283 0.225
H -0.47359 -2.67049 -0.03831 0.176 -0.013 0.197 0.235
H 0.71623 -0.57482 3.67661 -0.058 -0.892 -1.189 0.239
H -0.27411 -1.76845 2.46663 1.255 1.588 0.820 0.197
H -1.90247 -0.05436 3.18278 1.050 -0.113 -0.514 0.236
H -0.68675 1.21297 3.15922 0.346 -0.242 0.414 0.165
```
Forces are in eV/Å.

Values from the calculation:
- SMILES string = [NH2+]=C1Nc2ccccc2C12OCCO2
- E_HOMO (eV) = -12.504
- charge = +1
- frontier orbital gap (eV) = 8.70
- F_max (eV/A) = 4.3
- electronic energy (eV) = -17615.7707
- energy above the lowest of the compared OMol25 structures with the same formula, charge and spin (eV) = 0.342

Entry 3:
# C10H11N2PS2

A cluster of 2 separate species, C10H11N2PS2 in total at a distorted geometry (ωB97M-V/def2-TZVPD, the Open Molecules 2025 dataset).

Structure (XYZ):
```
26
Properties=species:S:1:pos:R:3:forces:R:3:nbo_charge:R:1
C 1.29041 0.38151 -2.32720 0.832 0.406 -2.359 -0.224
C 0.39343 -1.67782 -1.61122 0.705 -3.205 -0.836 -0.208
C 0.59588 1.05317 -1.39390 -1.624 0.411 2.402 -0.174
C -0.25930 -1.07939 -0.56981 -2.290 1.145 0.257 -0.180
C -0.02806 0.77859 4.43685 0.151 0.169 0.417 -0.333
C -0.26779 -0.52546 3.95960 -0.955 -0.063 -0.402 -0.042
C -0.38467 1.57365 3.39733 0.032 1.906 0.595 -0.036
C 1.26619 -1.00124 -2.46155 -0.592 0.731 -0.044 0.025
C -0.14755 0.32721 -0.43651 -0.274 -0.396 0.443 -0.383
C 2.16253 -1.62106 -3.49214 0.608 -0.621 3.870 -0.622
N -0.77823 -0.47394 2.72356 0.812 -2.449 0.962 -0.272
N -0.78431 0.79091 2.40543 -0.537 0.693 -1.942 -0.471
P -1.21947 1.22231 0.79029 -0.295 0.499 -1.144 1.143
S -1.35251 3.16368 0.56112 0.158 -0.885 0.165 -0.425
S -4.30149 0.10138 -0.59706 0.351 -0.837 0.611 -0.161
H 1.73490 0.98354 -3.14522 0.171 -0.485 0.689 0.214
H 0.21506 -2.81392 -1.77304 0.419 2.048 0.243 0.216
H 0.51188 2.13222 -1.35326 0.309 -0.004 -0.137 0.237
H -1.14225 -1.61932 -0.10752 1.618 0.635 -0.022 0.246
H 0.30976 1.17941 5.38122 0.008 -0.467 0.021 0.237
H -0.26448 -1.46712 4.48330 0.299 -0.021 -0.047 0.215
H -0.53297 2.63603 3.29995 0.452 0.087 0.080 0.238
H 1.94651 -2.65846 -3.53067 0.288 -1.184 0.058 0.216
H 2.14145 -1.28601 -4.44445 -0.450 1.661 -2.948 0.222
H 3.16721 -1.39819 -3.07179 -0.263 -0.691 -0.558 0.228
H -4.27214 1.29833 -1.12328 0.067 0.918 -0.374 0.095
```
Forces are in eV/Å.

Values from the calculation:
- E_HOMO (spin up / spin down) (eV) = -9.286 / -8.253
- charge = 0
- frontier orbital gap (spin up / spin down) (eV) = 7.39 / 6.10
- F_max (eV/A) = 4.0
- electronic energy (eV) = -44485.0649
- energy above the lowest of the compared OMol25 structures with the same formula, charge and spin (eV) = 2.422

Entry 4:
# C10H11N3OS

An isolated molecule of C10H11N3OS at a distorted geometry (ωB97M-V/def2-TZVPD, the Open Molecules 2025 dataset).

Structure (XYZ):
```
26
Properties=species:S:1:pos:R:3:forces:R:3:nbo_charge:R:1
N 1.05600 -0.95250 -3.09949 1.534 0.734 -3.219 -0.782
C 0.49818 -1.10026 -1.93771 -1.957 -4.541 0.267 0.329
N 0.42986 -0.15080 -1.18872 0.706 3.290 2.975 -0.355
N 0.04012 -0.22689 0.11667 -1.668 0.437 1.584 -0.293
C -0.60081 0.98979 0.54244 1.199 0.880 1.714 0.145
C -0.31603 1.51150 1.84618 -0.606 0.346 0.607 -0.215
C -0.84182 2.77681 2.20045 -0.151 -1.231 -1.554 -0.213
C -1.61590 3.44722 1.26547 -0.805 1.107 0.315 -0.214
C -1.87520 2.94145 -0.01103 0.194 2.028 1.116 -0.208
C -1.29340 1.80527 -0.37956 0.930 -4.132 -1.393 -0.224
C 0.34492 -1.23137 1.02904 2.286 -0.987 0.203 0.680
O 0.02432 -1.34293 2.19766 -1.128 1.037 -0.495 -0.592
C 1.44628 -2.22151 0.58706 -0.480 1.825 -1.610 -0.508
C 0.91470 -3.26946 -0.33370 -0.052 -1.708 -0.717 -0.474
S -0.22796 -2.78123 -1.75482 0.972 0.598 1.880 0.127
H 1.15126 0.00972 -3.37445 0.263 0.230 -0.237 0.393
H 0.72539 -1.57465 -3.79126 -0.016 -0.539 -0.921 0.390
H 0.20593 1.04916 2.73366 -0.403 -0.186 -1.842 0.247
H -0.63641 3.14370 3.18784 -0.073 0.328 0.165 0.216
H -2.08540 4.40911 1.49683 0.310 -0.286 0.170 0.208
H -2.39128 3.52646 -0.74703 -0.382 0.233 -0.033 0.215
H -1.40145 1.38513 -1.41186 0.042 0.565 1.040 0.223
H 1.97048 -2.61444 1.44790 -0.380 -0.234 0.244 0.252
H 2.20086 -1.67833 -0.00346 -0.139 0.183 0.252 0.214
H 0.52754 -4.13022 0.20635 -0.894 0.229 0.034 0.229
H 1.74981 -3.72074 -0.82443 0.697 -0.207 -0.544 0.211
```
Forces are in eV/Å.

Values from the calculation:
- SMILES string = NC1=NN(c2ccccc2)C(=O)CCS1
- E_HOMO (eV) = -8.026
- charge = 0
- frontier orbital gap (eV) = 8.57
- F_max (eV/A) = 5.0
- electronic energy (eV) = -27899.6712
- energy above the lowest of the compared OMol25 structures with the same formula, charge and spin (eV) = 0.311

Entry 5:
# C10H11N4

The ion C10H11N4 with charge +1 at a distorted geometry (ωB97M-V/def2-TZVPD, the Open Molecules 2025 dataset).

Structure (XYZ):
```
25
Properties=species:S:1:pos:R:3:forces:R:3:nbo_charge:R:1
C -3.83605 -0.14448 0.53926 -1.509 0.377 -0.670 -0.059
C -3.14968 -0.83281 1.55866 -0.991 0.185 -0.960 -0.251
C -3.27378 0.08376 -0.70702 -0.343 0.606 1.566 -0.222
C -1.85634 -1.18900 1.26578 2.022 1.318 -1.363 -0.078
C -1.96552 -0.03374 -0.92136 1.516 -1.003 -0.086 -0.118
C -1.19221 -0.69185 0.02210 -2.115 -0.868 2.147 0.035
C 2.30365 0.88074 -0.14000 1.807 0.316 0.068 0.072
C 2.02584 -0.26845 -1.10234 2.217 1.830 -0.340 0.297
C 1.34368 1.11673 0.86602 -1.175 0.790 1.574 0.103
C 2.96426 -0.68983 -2.18960 0.968 -0.524 0.724 -0.669
N 0.93074 -0.79015 -0.88957 -2.046 -1.186 -0.205 -0.033
N 3.26939 1.68132 -0.41882 0.032 0.909 0.605 -0.575
N 0.11065 -0.97463 -0.00933 0.604 -0.877 0.842 0.003
N 1.46121 1.08255 2.17048 -0.595 0.216 -3.654 -0.651
H -4.87415 0.30453 0.54783 1.112 -1.070 0.981 0.250
H -3.75178 -1.09340 2.42266 0.710 -0.054 0.275 0.257
H -3.75860 0.63056 -1.43366 -1.639 0.826 -1.309 0.230
H -1.11241 -1.61872 1.93545 -0.665 -0.359 0.146 0.240
H -1.61570 0.34738 -1.83189 1.015 0.310 -1.114 0.234
H 4.00280 -0.34812 -1.97346 -0.874 -0.203 0.110 0.276
H 2.72097 -0.26470 -3.14832 -0.393 0.152 -0.327 0.266
H 2.94958 -1.79404 -2.24191 0.014 0.547 -0.174 0.250
H 3.43739 2.50645 0.25350 -0.546 -1.847 -1.023 0.373
H 2.13029 0.66791 2.71785 2.713 -1.246 1.185 0.378
H 0.73577 1.43200 2.70769 -1.839 0.856 1.003 0.393
```
Forces are in eV/Å.

Values from the calculation:
- E_HOMO (eV) = -11.919
- charge = +1
- frontier orbital gap (eV) = 6.10
- F_max (eV/A) = 3.7
- electronic energy (eV) = -16496.5605
- energy above the lowest of the compared OMol25 structures with the same formula, charge and spin (eV) = 4.243

Entry 6:
# C10H11N4O5Pb

A structure of composition C10H11N4O5Pb (ωB97M-V/def2-TZVPD, the Open Molecules 2025 dataset).

Structure (XYZ):
```
31
Properties=species:S:1:pos:R:3:forces:R:3:nbo_charge:R:1
Pb 1.30923 0.50108 0.37874 0.089 0.043 0.020 1.500
O 3.19016 -3.51164 2.06859 -0.050 0.111 -0.070 -0.640
C 2.52102 -2.39240 1.83697 0.009 -0.129 0.148 0.802
O 2.58362 -1.77722 0.79570 0.002 0.051 -0.119 -0.641
C 1.70948 -1.98745 3.04625 -0.013 0.037 -0.071 -0.189
O 0.94912 -0.82342 2.81011 -0.014 0.011 0.096 -0.545
C -0.46312 -1.06993 2.71806 0.172 -0.056 0.033 -0.189
C -0.86100 -1.55244 1.32615 -0.322 0.236 -0.200 0.745
O -1.65926 -2.44728 1.20053 0.070 -0.052 0.005 -0.573
O -0.34958 -0.86617 0.32830 -0.039 -0.230 0.135 -0.884
H 3.70753 -3.73604 1.27955 0.041 -0.047 -0.014 0.512
H 2.40838 -1.80967 3.86613 0.006 0.039 0.008 0.238
H 1.08140 -2.83501 3.32910 -0.004 -0.006 0.012 0.233
H -0.95544 -0.11763 2.92336 -0.001 -0.011 -0.022 0.212
H -0.77655 -1.79551 3.46555 -0.007 -0.013 0.020 0.214
N -0.80270 0.94964 -3.59764 0.054 -0.018 -0.077 -0.479
C 0.09815 0.06795 -4.15104 -0.075 0.025 0.000 -0.065
C 0.98114 -0.22698 -3.16351 0.024 -0.029 0.156 -0.060
N 0.63425 0.45888 -2.02251 0.160 0.025 -0.082 -0.523
C -0.43976 1.16005 -2.31698 -0.137 0.024 0.062 0.320
C -1.09128 2.01425 -1.33442 0.011 -0.124 -0.097 0.322
N -0.63475 2.12069 -0.10587 0.004 0.125 0.077 -0.519
C -1.46703 3.00437 0.54160 0.094 -0.093 0.025 -0.070
C -2.43460 3.42541 -0.31330 -0.042 -0.038 -0.067 -0.065
N -2.18621 2.78317 -1.50482 -0.024 0.098 0.033 -0.483
H -1.58700 1.35049 -4.08298 -0.008 0.000 0.004 0.431
H 0.02465 -0.26368 -5.17098 -0.007 0.007 0.008 0.247
H 1.82573 -0.89288 -3.19456 0.001 0.020 0.000 0.237
H -1.32104 3.27698 1.57241 0.008 0.004 -0.012 0.233
H -3.25922 4.10354 -0.18772 -0.002 -0.007 -0.008 0.247
H -2.73532 2.88884 -2.34079 -0.001 -0.003 -0.003 0.431
```
Forces are in eV/Å.

Values from the calculation:
- E_HOMO (eV) = -12.032
- charge = +1
- frontier orbital gap (eV) = 9.24
- F_max (eV/A) = 0.4
- electronic energy (eV) = -31990.2780
- energy above the lowest of the compared OMol25 structures with the same formula, charge and spin (eV) = 0.015

Among the records above, which one has the highest F_max? C10H11N3OS